The following is a quantum chemistry calculation of a 2-piece molecular cluster, CH3FN2 overall, from the OMol25 dataset.

Atoms and positions in Å:
C1 -0.83143 -0.05745 1.26237
N1 -0.68661 0.10483 2.38118
N2 -0.23377 0.38139 -1.68241
F1 -0.11090 -0.23825 -2.86450
H1 -0.78887 0.13354 -0.93530
H2 -0.72882 0.13885 3.35950
H3 -0.15151 1.35569 -2.02386

multiplicity: 1
E_LUMO: 1.005 eV
frontier orbital gap: 9.79 eV
HOMO energy: -8.8 eV

Atom charges from the Löwdin analysis, given in e for atoms 1 to 2: C -0.02; N 0.09